(1)
A single CH4N4S molecule at a distorted geometry. Source: the Open Molecules 2025 dataset; level of theory: ωB97M-V/def2-TZVPD.

```
10
Properties=species:S:1:pos:R:3:forces:R:3
N -1.688 -0.371 -0.338 -0.787 -2.598 0.377
N -0.545 -0.096 0.364 1.632 1.424 1.308
N -0.101 1.190 0.258 -1.270 1.946 -0.990
C 1.096 1.372 -0.082 1.056 1.299 0.095
S 1.991 -0.148 -0.164 1.358 0.556 -0.714
N 0.578 -0.981 0.168 -1.398 -2.150 0.841
H -1.425 -0.776 -1.271 -0.417 0.370 0.917
H -2.048 -1.165 0.300 -0.040 1.460 -2.145
H 1.577 2.422 -0.313 -1.125 -2.398 0.739
H 0.568 -1.447 1.078 0.991 0.092 -0.427
```
Positions in Å, forces in eV/Å.

Its HOMO energy is -7.8 eV. The energy above the lowest of the compared OMol25 structures with the same formula, charge and spin is 62.20 kcal/mol. As for the HOMO-LUMO gap: 8.538 eV.


(2)
A 2-piece molecular cluster, C4H6O2 overall at a distorted geometry. Source: the Open Molecules 2025 dataset; level of theory: ωB97M-V/def2-TZVPD.

```
12
Properties=species:S:1:pos:R:3:forces:R:3
C 2.229 -1.165 -0.244 3.412 -1.196 0.443
C 1.811 -0.230 0.522 -0.856 0.014 -0.735
C -1.102 -0.045 0.112 1.293 -0.401 -0.147
C -1.537 1.364 -0.089 3.154 -1.175 -3.552
O -1.747 -1.050 0.755 -0.467 0.274 0.971
O -1.419 -1.112 -0.674 0.152 0.221 -0.898
H 3.377 -1.463 -0.368 -1.884 1.121 0.222
H 1.694 -2.004 -0.608 -1.212 -0.469 -0.560
H 1.521 0.645 1.012 0.109 0.661 0.576
H -1.322 1.902 0.744 1.139 1.741 2.422
H -2.555 1.348 -0.121 -3.124 0.234 -0.962
H -0.950 1.811 -1.041 -1.714 -1.027 2.220
```
Positions in Å, forces in eV/Å.

Its HOMO energy (alpha / beta) is -7.9 / -8.3 eV. The energy above the lowest of the compared OMol25 structures with the same formula, charge and spin is 223.90 kcal/mol. As for the HOMO-LUMO gap (alpha / beta): 8.320 / 8.936 eV.


(3)
A 9-piece molecular cluster, C19H49F6N7O9S2 overall at a distorted geometry. Source: the Open Molecules 2025 dataset; level of theory: ωB97M-V/def2-TZVPD.

```
92
Properties=species:S:1:pos:R:3:forces:R:3
N -5.856 -11.859 1.629 0.106 -1.331 -0.481
H -6.678 -11.606 1.099 -0.725 0.454 -0.114
H -5.050 -11.819 1.021 0.538 1.013 0.019
H -5.890 -12.853 1.804 -0.630 -0.810 0.499
H -5.799 -11.412 2.532 0.168 0.733 0.416
N -1.860 -13.100 5.622 0.435 -0.332 -0.471
H -1.304 -13.680 6.234 0.264 -0.045 0.630
H -1.264 -12.470 5.104 0.366 0.388 -0.093
H -2.556 -12.566 6.122 -0.898 0.304 0.535
H -2.277 -13.737 4.958 -0.777 -0.310 -0.338
C -5.045 -19.038 -2.474 -1.860 0.414 -1.127
N -6.155 -18.160 -3.099 0.986 1.091 -1.638
C -5.732 -16.644 -2.890 -2.059 -1.073 -0.366
C -6.277 -18.423 -4.624 0.209 -0.487 0.596
C -7.524 -18.363 -2.432 2.040 1.883 0.926
C -7.834 -19.751 -2.055 -1.874 -1.656 -0.022
O -7.678 -20.615 -3.141 1.267 -1.008 -1.475
H -4.131 -18.737 -2.986 0.065 -0.076 0.541
H -5.338 -20.049 -2.757 0.350 -0.075 0.248
H -5.120 -18.879 -1.398 0.531 -0.013 -0.114
H -4.855 -16.333 -3.458 0.123 -0.590 0.335
H -5.762 -16.430 -1.821 0.736 -0.261 -0.039
H -6.584 -16.082 -3.273 0.039 0.061 -0.244
H -6.975 -17.735 -5.101 0.099 0.200 0.416
H -6.652 -19.435 -4.776 -0.026 0.107 0.319
H -5.307 -18.373 -5.119 0.086 0.306 0.334
H -8.285 -17.808 -2.979 0.146 -0.362 -0.292
H -7.274 -17.780 -1.546 -1.037 -0.181 0.562
H -8.908 -19.907 -1.962 -0.289 1.333 1.388
H -7.347 -20.197 -1.188 0.329 0.739 0.256
H -8.024 -21.453 -2.824 0.056 -0.331 -0.443
C -8.241 -9.914 -3.360 -0.643 0.735 0.592
F -7.115 -10.342 -2.779 -0.012 -0.574 0.209
F -7.829 -8.856 -4.125 -1.244 -1.376 0.511
F -8.805 -10.899 -4.062 0.814 0.490 -0.411
S -9.561 -9.387 -2.055 -3.533 -0.086 -1.431
O -9.010 -8.225 -1.483 1.924 0.886 1.369
O -10.826 -9.051 -2.787 3.149 -1.891 0.982
N -9.685 -10.764 -0.974 1.074 2.437 -2.306
S -11.197 -10.636 -0.512 -3.227 -0.453 0.275
O -11.511 -9.359 0.159 0.595 -2.312 -0.566
O -12.163 -11.131 -1.494 0.913 0.384 1.198
C -11.303 -12.076 0.808 1.376 1.260 -1.628
F -10.493 -11.745 1.808 -0.064 -0.130 0.815
F -12.558 -12.117 1.179 -0.148 -0.428 0.417
F -10.887 -13.302 0.377 -0.618 0.863 0.045
C -7.382 -12.615 7.941 0.031 2.033 -0.060
C -7.099 -11.053 7.748 1.404 -1.307 -2.579
O -6.068 -10.777 6.795 -0.160 -0.605 1.100
H -7.486 -13.021 6.935 0.232 -0.266 0.144
H -8.342 -12.693 8.452 -0.088 -0.312 0.194
H -6.595 -13.078 8.536 0.038 -0.198 -0.198
H -6.924 -10.576 8.713 -0.093 0.141 0.298
H -7.981 -10.676 7.231 -0.761 0.305 0.628
C -7.283 -18.451 4.579 0.393 0.199 -1.948
C -5.805 -17.902 4.682 -0.801 1.137 -0.901
O -5.406 -16.972 3.732 -0.465 -0.300 -0.307
H -7.779 -18.892 5.444 0.196 0.237 0.215
H -7.323 -19.170 3.760 0.365 -0.914 0.073
H -7.903 -17.731 4.044 -0.247 0.851 0.859
H -5.165 -18.778 4.577 0.385 -0.490 0.803
H -5.787 -17.396 5.648 0.452 -0.418 0.847
C 1.452 -20.766 8.919 2.087 -0.394 2.334
O 1.638 -21.326 10.004 -0.719 0.841 -1.233
N 0.391 -20.789 8.143 -1.417 -0.773 -0.157
C 0.543 -20.480 6.736 0.435 0.320 0.328
C -0.896 -21.231 8.632 -0.780 -0.487 0.258
H 2.219 -20.096 8.500 0.432 -0.256 -0.130
H 0.050 -21.220 6.105 -0.890 0.534 0.125
H 1.564 -20.631 6.385 0.309 0.353 0.533
H 0.284 -19.423 6.682 -0.403 -0.157 -1.244
H -0.921 -21.491 9.690 0.909 -0.419 -0.146
H -1.682 -20.476 8.648 0.171 0.513 -0.821
H -1.241 -22.073 8.032 -0.146 -0.080 0.151
C -9.320 -21.611 13.442 1.127 -2.624 2.382
O -9.480 -22.451 14.365 1.024 1.389 -2.077
N -10.190 -20.689 13.187 -1.853 2.179 -1.224
C -11.368 -20.554 13.957 -1.010 0.284 1.720
C -10.171 -19.785 12.047 0.708 0.533 -0.014
H -8.434 -21.456 12.807 0.284 -0.787 0.105
H -11.477 -21.234 14.801 0.202 -0.923 -0.814
H -12.235 -20.565 13.297 -0.180 0.156 0.334
H -11.288 -19.660 14.577 -0.337 0.839 -0.639
H -10.904 -20.035 11.280 0.220 -0.508 -0.140
H -10.431 -18.757 12.300 -0.109 -0.045 0.682
H -9.157 -19.674 11.662 -0.073 -0.483 -0.322
C -12.597 -22.742 4.337 0.141 -0.507 0.306
C -13.582 -23.567 3.669 -1.682 -0.356 -0.968
N -14.320 -24.263 3.112 0.817 0.718 0.634
H -12.505 -23.203 5.321 0.693 0.007 0.003
H -12.816 -21.693 4.534 -0.386 -0.132 -0.558
H -11.723 -22.861 3.697 0.428 0.282 0.589
```
Positions in Å, forces in eV/Å.

Its HOMO energy is -5.3 eV. As for the HOMO-LUMO gap: 3.151 eV.


(4)
C3H12N3 as an isolated structure at a distorted geometry. Source: the Open Molecules 2025 dataset; level of theory: ωB97M-V/def2-TZVPD.

```
18
Properties=species:S:1:pos:R:3:forces:R:3
C -0.897 -1.674 1.341 -2.760 0.905 0.391
C 2.245 -0.110 -1.700 -1.511 -2.872 0.472
C -1.767 2.599 1.119 -1.213 2.496 -0.329
N -2.273 3.657 0.950 1.970 -4.066 0.729
N -0.239 -0.411 1.025 2.187 -0.448 -0.733
N 0.786 -0.592 -1.568 0.449 0.389 1.766
H -0.719 -1.997 2.334 0.383 -0.100 1.067
H -2.023 -1.441 1.315 1.620 -1.034 -0.387
H -0.559 -2.457 0.715 -0.079 -0.696 -0.937
H 2.483 0.427 -2.590 -0.198 0.443 -0.500
H 2.331 0.412 -0.795 0.964 1.243 0.852
H 2.870 -1.032 -1.636 -0.411 0.834 -0.110
H 0.290 -0.484 -0.201 0.318 0.055 0.690
H -2.684 4.431 0.532 -0.724 1.433 -0.444
H 0.077 0.044 -1.893 0.001 -0.015 -0.934
H -0.898 0.312 1.042 -1.403 1.579 -0.323
H 0.610 -1.561 -1.790 -0.004 0.140 -0.677
H 0.368 -0.123 1.799 0.412 -0.285 -0.594
```
Positions in Å, forces in eV/Å.

Its HOMO energy is -14.8 eV. The energy above the lowest of the compared OMol25 structures with the same formula, charge and spin is 65.75 kcal/mol. As for the HOMO-LUMO gap: 12.009 eV. Its charge is +1.


(5)
C4H12CsO2 as an isolated structure at a distorted geometry. Source: the Open Molecules 2025 dataset; level of theory: ωB97M-V/def2-TZVPD.

```
19
Properties=species:S:1:pos:R:3:forces:R:3
Cs -27.121 21.011 -10.085 0.141 0.259 0.211
C -23.435 20.612 -9.499 -0.216 1.510 0.130
C -23.668 22.136 -9.596 -0.269 -0.504 -1.088
O -24.727 22.546 -8.745 -0.501 -0.251 0.787
H -23.139 20.495 -8.456 0.188 -0.848 -0.225
H -22.707 20.304 -10.250 0.322 0.031 0.422
H -24.328 20.036 -9.743 -0.140 0.008 0.290
H -24.027 22.410 -10.588 0.588 -0.009 -0.492
H -22.751 22.683 -9.373 0.011 -0.101 -0.029
H -24.560 23.438 -8.433 -0.012 0.036 0.075
C -26.572 21.781 -14.910 0.122 -0.333 0.643
C -27.196 20.742 -14.013 -1.068 0.236 -2.528
O -26.392 20.185 -13.046 1.090 -0.191 2.248
H -26.195 22.612 -14.314 0.110 0.176 -0.311
H -27.355 22.100 -15.598 0.163 0.226 0.006
H -25.782 21.293 -15.482 0.155 0.343 0.014
H -27.400 19.904 -14.679 -0.935 0.066 -0.234
H -28.103 21.117 -13.539 -0.385 0.165 -0.225
H -27.053 19.613 -12.650 0.636 -0.822 0.306
```
Positions in Å, forces in eV/Å.

Its HOMO energy is -13.9 eV. The energy above the lowest of the compared OMol25 structures with the same formula, charge and spin is 20.97 kcal/mol. As for the HOMO-LUMO gap: 10.401 eV. Its charge is +1.